Entry 1:
Here is C3H3NO in the gas phase at a distorted geometry from OMol25. Energies are from ωB97M-V with the def2-TZVPD basis set.

Structure (ORCA input):
```
! wB97M-V def2-TZVPD RIJCOSX def2/J DEFGRID3
* xyz 0 1
C 2.454 -0.246 0.011
C 1.328 0.105 -0.103
C -0.064 0.621 -0.020
N -0.777 -0.452 -0.050
O -2.215 -0.023 -0.014
H 3.560 -0.452 0.376
H -0.146 1.707 0.307
H -2.564 -0.792 0.452
*
```

energy relative to the best compared isomer or geometry (same formula, charge and spin): 98.1 kcal per mole
HOMO-LUMO gap: 10.2860 eV
HOMO energy: -0.361 Eh
strongest force on any atom: 4.995 eV/Å
structure (SMILES): C#C/C=N/O

Charge distribution, natural (NBO) scheme, values in e: atom 1 (C): -0.212, atom 2 (C): -0.081, atom 3 (C): -0.012, atom 4 (N): -0.075, atom 5 (O): -0.597, atom 6 (H): 0.266, atom 7 (H): 0.241, atom 8 (H): 0.470

Entry 2:
Here is H4OP2 in the gas phase at a distorted geometry from OMol25. Energies are from ωB97M-V with the def2-TZVPD basis set.

Structure (ORCA input):
```
! wB97M-V def2-TZVPD RIJCOSX def2/J DEFGRID3
* xyz 0 1
O -1.954 1.021 1.056
P -0.710 0.267 1.011
P -0.345 -1.345 -0.377
H 0.382 1.061 0.653
H -0.298 0.041 2.532
H -1.110 -2.282 0.381
H 0.909 -1.767 0.021
*
```

energy relative to the best compared isomer or geometry (same formula, charge and spin): 2.1 kcal per mole
HOMO-LUMO gap: 10.6582 eV
HOMO energy: -0.373 Eh
strongest force on any atom: 4.261 eV/Å
structure (SMILES): O=[PH2]P

Charge distribution, natural (NBO) scheme, values in e: atom 1 (O): -1.077, atom 2 (P): 1.230, atom 3 (P): -0.007, atom 4 (H): -0.108, atom 5 (H): -0.070, atom 6 (H): 0.017, atom 7 (H): 0.014

Entry 3:
Here is a molecular structure, C4H8OS at a distorted geometry from OMol25. Energies are from ωB97M-V with the def2-TZVPD basis set.

Structure (ORCA input):
```
! wB97M-V def2-TZVPD RIJCOSX def2/J DEFGRID3
* xyz 0 1
C 0.643 1.120 -0.720
C 0.250 -0.087 0.148
C -1.154 0.208 0.802
C 0.116 -1.289 -0.682
H 1.549 0.624 -1.150
H 0.011 1.352 -1.554
H 0.907 2.146 -0.488
H -1.053 -0.073 2.179
H -1.429 1.651 0.710
H -2.237 -0.557 0.078
H 1.037 -1.012 1.549
H -0.631 -1.131 -1.447
O 1.353 -0.164 0.961
S 0.640 -2.789 -0.389
*
```

energy relative to the best compared isomer or geometry (same formula, charge and spin): 134.0 kcal per mole
HOMO-LUMO gap: 8.6386 eV
HOMO energy: -0.335 Eh
strongest force on any atom: 5.784 eV/Å

Charge distribution, natural (NBO) scheme, values in e: atom 1 (C): -0.628, atom 2 (C): 0.043, atom 3 (C): -0.637, atom 4 (C): -0.249, atom 5 (H): 0.219, atom 6 (H): 0.209, atom 7 (H): 0.245, atom 8 (H): 0.246, atom 9 (H): 0.246, atom 10 (H): 0.243, atom 11 (H): 0.469, atom 12 (H): 0.191, atom 13 (O): -0.681, atom 14 (S): 0.083

Entry 4:
Here is 2 unconnected molecules or ions with the total composition CH4ClNO at a distorted geometry from OMol25. Energies are from ωB97M-V with the def2-TZVPD basis set.

Structure (ORCA input):
```
! wB97M-V def2-TZVPD RIJCOSX def2/J DEFGRID3
* xyz 0 1
C -0.620 -0.180 0.053
N 0.140 0.604 0.860
O -0.240 -1.464 0.406
Cl -2.332 0.201 -0.037
H 0.006 0.241 -1.610
H 0.096 1.540 0.707
H 0.791 0.289 1.513
H -0.853 -2.289 0.216
*
```

energy relative to the best compared isomer or geometry (same formula, charge and spin): 87.0 kcal per mole
HOMO-LUMO gap: 9.1209 eV
HOMO energy: -0.311 Eh
strongest force on any atom: 3.849 eV/Å

Charge distribution, natural (NBO) scheme, values in e: atom 1 (C): 0.398, atom 2 (N): -0.852, atom 3 (O): -0.730, atom 4 (Cl): -0.031, atom 5 (H): -0.085, atom 6 (H): 0.382, atom 7 (H): 0.404, atom 8 (H): 0.512

Entry 5:
Here is a molecular structure, C5H10I2NO at a distorted geometry from OMol25. Energies are from ωB97M-V with the def2-TZVPD basis set.

Structure (ORCA input):
```
! wB97M-V def2-TZVPD RIJCOSX def2/J DEFGRID3
* xyz 1 1
C 1.245 -0.474 0.210
C -0.148 -1.095 0.408
C 0.959 1.027 -0.187
C -0.844 -0.342 -0.704
C -2.847 0.768 0.708
N -0.311 0.951 -0.991
O -2.491 0.327 1.921
I -4.697 0.039 -0.042
I -2.346 2.871 0.407
H 1.763 -0.584 1.076
H 1.874 -0.871 -0.513
H -0.045 -2.166 -0.015
H -0.687 -0.859 1.307
H 0.875 1.484 0.766
H 1.862 1.447 -0.827
H -1.843 -0.609 -1.046
H -0.782 1.916 -0.671
H -0.136 1.027 -1.967
H -2.848 -0.571 1.851
*
```

energy relative to the best compared isomer or geometry (same formula, charge and spin): 31.4 kcal per mole
HOMO-LUMO gap (spin up / spin down): 7.9974 / 7.5217 eV
HOMO energy (spin up / spin down): -0.463 / -0.436 Eh
strongest force on any atom: 4.673 eV/Å

Charge distribution, natural (NBO) scheme, values in e: atom 1 (C): -0.402, atom 2 (C): -0.491, atom 3 (C): -0.248, atom 4 (C): 0.037, atom 5 (C): -0.131, atom 6 (N): -0.618, atom 7 (O): -0.704, atom 8 (I): 0.256, atom 9 (I): 0.281, atom 10 (H): 0.233, atom 11 (H): 0.223, atom 12 (H): 0.271, atom 13 (H): 0.242, atom 14 (H): 0.235, atom 15 (H): 0.248, atom 16 (H): 0.232, atom 17 (H): 0.396, atom 18 (H): 0.435, atom 19 (H): 0.504

Entry 6:
Here is H2N2P2 in the gas phase at a distorted geometry from OMol25. Energies are from ωB97M-V with the def2-TZVPD basis set.

Structure (ORCA input):
```
! wB97M-V def2-TZVPD RIJCOSX def2/J DEFGRID3
* xyz 0 1
H -1.583 -0.316 0.311
N -1.576 -0.875 -0.575
P -0.264 -1.134 -1.284
P 1.005 0.508 0.015
N 2.026 1.562 0.301
H 0.392 0.254 1.231
*
```

energy relative to the best compared isomer or geometry (same formula, charge and spin): 80.2 kcal per mole
HOMO-LUMO gap (spin up / spin down): 6.9299 / 6.9312 eV
HOMO energy (spin up / spin down): -0.317 / -0.317 Eh
strongest force on any atom: 2.093 eV/Å
structure (SMILES): [H]/N=P\[PH]#N

Charge distribution, natural (NBO) scheme, values in e: atom 1 (H): 0.391, atom 2 (N): -1.084, atom 3 (P): 0.914, atom 4 (P): 0.761, atom 5 (N): -0.872, atom 6 (H): -0.110